Entry 1:
17
Properties=species:S:1:pos:R:3:lowdin_charge:R:1 method="wB97M-V/def2-TZVPD" de_lowest_kcal_mol=67.17 orbital_gap_ev=9.0 e_homo_ev=-8.13
C 0.81 -0.37 -0.94 -0.431
C -1.78 1.58 0.13 -0.100
C -1.73 0.72 1.52 -0.067
C -0.65 0.04 0.72 -0.200
C 0.57 -0.68 0.46 -0.155
H 2.37 -0.13 -2.43 0.151
H 2.26 -1.68 -1.36 0.128
H -2.88 1.76 -0.22 0.124
H -1.34 2.58 0.22 0.107
H -2.56 0.12 1.95 0.111
H -1.38 1.46 2.28 0.108
H 2.37 -0.98 1.48 0.066
H 1.05 -1.96 1.99 0.044
N 2.09 -0.60 -1.44 0.044
N -0.10 0.42 -1.50 0.102
N -1.12 0.39 -0.52 -0.102
N 1.52 -1.47 1.28 0.069


Entry 2:
62
Properties=species:S:1:pos:R:3:lowdin_charge:R:1 method="wB97M-V/def2-TZVPD" spin_multiplicity=3 orbital_gap_ev="5.5 / 6.7" e_homo_ev="-12.86 / -12.87" charge=+2 s_squared=2.01
V 0.55 -0.16 -0.12 1.154
C 1.32 2.56 -1.09 -0.117
C 2.19 2.27 0.10 -0.099
O 2.23 0.82 0.20 -0.321
C 3.03 0.25 1.26 -0.100
C 2.96 -1.25 1.10 -0.094
O 1.54 -1.57 1.01 -0.239
C 1.17 -2.96 0.85 -0.076
C 0.02 -3.01 -0.15 -0.094
O -0.80 -1.82 -0.06 -0.205
C -1.76 -1.77 1.01 -0.093
C -1.18 -1.00 2.18 -0.097
O -0.56 0.22 1.68 -0.219
C -1.37 1.41 1.82 -0.097
C -2.63 1.34 0.99 -0.154
O -2.33 0.94 -0.34 -0.137
C -2.25 1.98 -1.31 -0.123
C -0.88 1.94 -1.95 -0.103
O 0.09 1.83 -0.87 -0.239
H 1.80 2.22 -2.01 0.113
H 1.11 3.63 -1.14 0.158
H 1.78 2.67 1.03 0.148
H 3.20 2.64 -0.06 0.152
H 2.62 0.58 2.22 0.153
H 4.06 0.59 1.17 0.154
H 3.40 -1.74 1.96 0.160
H 3.46 -1.56 0.18 0.105
H 0.91 -3.35 1.83 0.144
H 2.02 -3.53 0.46 0.148
H -0.60 -3.90 0.01 0.153
H 0.41 -3.02 -1.16 0.112
H -2.03 -2.78 1.32 0.155
H -2.64 -1.28 0.60 0.130
H -0.40 -1.55 2.68 0.134
H -1.95 -0.75 2.91 0.154
H -0.74 2.24 1.50 0.129
H -1.62 1.54 2.88 0.150
H -3.12 2.31 1.01 0.146
H -3.34 0.62 1.40 0.135
H -2.41 2.95 -0.83 0.139
H -3.02 1.84 -2.06 0.148
H -0.69 2.86 -2.51 0.150
H -0.76 1.09 -2.61 0.128
C 2.63 -4.87 -3.15 -0.058
C 3.10 -3.44 -3.25 -0.267
O 2.12 -2.60 -2.56 -0.319
P 2.11 -1.03 -2.83 0.126
O 0.95 -0.58 -1.86 -0.420
Te 4.17 0.04 -2.53 0.598
O 1.60 -0.82 -4.30 -0.279
C 0.33 -1.33 -4.79 -0.232
C 0.57 -2.42 -5.80 -0.049
H 3.34 -5.52 -3.68 0.096
H 1.65 -5.00 -3.61 0.079
H 2.58 -5.20 -2.11 0.077
H 3.17 -3.11 -4.29 0.115
H 4.06 -3.29 -2.77 0.102
H -0.17 -0.48 -5.24 0.124
H -0.27 -1.69 -3.95 0.110
H 1.24 -2.07 -6.58 0.097
H -0.37 -2.71 -6.27 0.094
H 1.01 -3.31 -5.34 0.064


Entry 3:
82
Properties=species:S:1:pos:R:3:lowdin_charge:R:1 method="wB97M-V/def2-TZVPD" de_lowest_kcal_mol=25.64 orbital_gap_ev="6.3 / 6.3" e_homo_ev="-13.22 / -13.22" charge=+2
N 3.74 3.65 -5.82 0.091
C 3.42 2.36 -5.76 -0.104
C 2.83 1.79 -4.64 0.013
C 2.44 2.64 -3.58 -0.227
C 2.84 3.98 -3.63 0.000
C 3.47 4.44 -4.78 -0.100
C 1.50 2.15 -2.61 -0.130
Hg 0.67 1.89 -0.33 1.008
P -1.26 1.96 0.99 0.875
C 0.34 2.90 -2.20 -0.278
C -0.95 2.67 -2.93 -0.264
C -1.93 3.68 -3.04 -0.031
C -3.22 3.33 -3.47 -0.103
C -3.54 2.00 -3.79 -0.753
C -2.51 1.06 -3.85 -0.101
C -1.22 1.38 -3.42 -0.032
Br -5.24 1.54 -4.25 0.872
H 1.58 1.06 -2.45 0.088
H 0.47 3.94 -1.85 0.106
H 2.61 0.72 -4.62 0.118
H 2.62 4.63 -2.79 0.114
H 3.67 1.76 -6.63 0.120
H 3.75 5.49 -4.84 0.121
H -1.73 4.74 -2.80 0.133
H -0.44 0.62 -3.42 0.114
H -3.98 4.09 -3.61 0.112
H -2.73 0.07 -4.21 0.103
P 2.38 1.46 1.47 0.875
C -2.74 1.68 -0.10 -0.364
C -4.22 1.87 0.27 -0.106
H -2.63 0.64 -0.45 0.094
H -2.53 2.30 -0.99 0.040
H -4.85 1.63 -0.61 0.083
H -4.54 1.20 1.08 0.063
H -4.46 2.90 0.54 0.074
C -1.05 3.63 1.81 -0.373
C -1.97 4.01 2.98 -0.123
H -1.20 4.36 1.00 0.088
H 0.02 3.74 2.11 0.039
H -1.74 5.03 3.32 0.090
H -3.02 3.99 2.66 0.074
H -1.86 3.35 3.85 0.074
C -1.12 0.51 2.13 -0.397
C -2.40 -0.06 2.76 -0.117
H -0.45 0.84 2.95 0.064
H -0.58 -0.29 1.59 0.044
H -2.15 -0.96 3.34 0.091
H -2.83 0.67 3.46 0.079
H -3.18 -0.32 2.03 0.066
C 2.10 -0.06 2.43 -0.392
C 3.33 -0.60 3.12 -0.116
H 1.67 -0.79 1.73 0.067
H 1.33 0.16 3.19 0.073
H 4.10 -0.94 2.42 0.066
H 3.78 0.16 3.77 0.082
H 3.07 -1.44 3.76 0.092
C 2.59 2.88 2.60 -0.381
C 2.67 4.25 1.93 -0.138
H 3.51 2.69 3.17 0.099
H 1.74 2.85 3.31 0.085
H 3.54 4.32 1.26 0.077
H 1.78 4.50 1.34 0.045
H 2.77 5.04 2.69 0.095
C 3.94 1.29 0.56 -0.396
C 4.09 0.00 -0.27 -0.133
H 4.76 1.41 1.29 0.101
H 4.01 2.17 -0.10 0.075
H 4.61 0.22 -1.20 0.085
H 4.66 -0.76 0.28 0.077
H 3.12 -0.45 -0.54 0.037
C 1.56 -3.04 -1.98 -0.016
N 0.45 -3.16 -1.04 -0.177
C -0.15 -4.46 -0.80 -0.028
C -0.04 -2.07 -0.45 -0.307
O 0.46 -0.93 -0.58 -0.127
H 1.82 -4.05 -2.30 0.096
H 2.43 -2.55 -1.51 0.086
H 1.26 -2.44 -2.86 0.100
H -0.35 -4.59 0.28 0.098
H -1.12 -4.55 -1.32 0.103
H 0.52 -5.24 -1.15 0.096
H -0.94 -2.27 0.17 0.150


Entry 4:
17
Properties=species:S:1:pos:R:3:lowdin_charge:R:1 method="wB97M-V/def2-TZVPD" de_lowest_kcal_mol=95.13 orbital_gap_ev="8.3 / 8.2" e_homo_ev="-7.78 / -8.03"
C 0.54 -0.57 -0.26 -0.279
C 0.79 -0.81 1.27 -0.091
C -0.58 0.37 -0.56 -0.185
C 0.45 -2.24 1.72 -0.137
C -0.27 1.83 -0.65 -0.527
P -0.65 2.56 -2.38 0.752
H 1.47 -0.22 -0.63 0.084
H 0.47 -1.59 -0.51 0.074
H 0.66 -0.01 1.99 0.077
H -1.38 0.08 0.15 0.087
H -0.60 -2.56 1.39 0.098
H 0.50 -2.29 2.78 0.039
H 1.22 -2.95 1.33 0.082
H 0.81 2.04 -0.22 0.102
H -1.02 2.44 0.06 0.095
H -2.07 2.45 -2.33 -0.119
H -0.33 1.47 -3.15 -0.152


Entry 5:
46
Properties=species:S:1:pos:R:3:lowdin_charge:R:1 method="wB97M-V/def2-TZVPD" de_lowest_kcal_mol=25.32 spin_multiplicity=2 orbital_gap_ev="8.2 / 7.3" e_homo_ev="-8.78 / -9.43" s_squared=0.79
Ti -0.53 0.23 0.27 1.094
C 0.54 -1.86 -2.72 -0.067
C -0.46 -2.37 -1.70 -0.220
N -0.20 -2.02 -0.28 -0.226
C -1.14 -2.81 0.57 -0.238
C -2.61 -2.63 0.20 -0.068
C 1.17 -2.39 0.16 -0.149
C 2.23 -1.33 -0.17 -0.152
N 1.57 -0.07 -0.03 0.006
C 1.98 1.07 0.50 -0.240
C 0.84 1.88 0.77 -0.004
F -0.12 -0.43 1.95 -0.366
C 1.11 3.08 1.39 -0.276
F 0.14 3.94 1.74 0.052
C 2.40 3.50 1.71 0.108
C 3.49 2.68 1.42 -0.202
F 4.72 3.09 1.73 0.104
C 3.31 1.46 0.82 -0.125
F 4.35 0.68 0.52 0.109
H 0.12 -2.00 -3.72 0.089
H 1.48 -2.42 -2.70 0.073
H 0.75 -0.80 -2.59 0.052
H -0.53 -3.47 -1.78 0.129
H -1.45 -1.97 -1.95 0.112
H -0.97 -2.50 1.59 0.108
H -0.87 -3.87 0.48 0.127
H -2.87 -1.58 0.08 0.060
H -3.22 -3.02 1.02 0.089
H -2.88 -3.17 -0.70 0.076
H 1.45 -3.36 -0.26 0.136
H 1.13 -2.49 1.24 0.120
H 2.61 -1.43 -1.19 0.114
H 3.09 -1.44 0.50 0.129
H 2.56 4.45 2.20 0.141
C -0.60 1.62 -2.51 -0.126
O -0.72 0.77 -1.40 -0.367
H 0.04 1.17 -3.27 0.077
H -0.16 2.57 -2.19 0.090
H -1.59 1.81 -2.94 0.092
F -3.24 3.81 2.34 -0.333
Te -2.85 2.16 1.59 1.823
F -1.48 2.07 2.84 -0.329
F -3.96 1.36 2.84 -0.342
F -1.93 3.12 0.28 -0.339
F -4.35 2.35 0.52 -0.346
O -2.33 0.58 0.82 -0.593


Entry 6:
157
Properties=species:S:1:pos:R:3:lowdin_charge:R:1 method="wB97M-V/def2-TZVPD" smiles="NCc1c(CCCSC(=S)N2CCOCC2)c(CCCNCc2ccccc2O)c2nsnc2c1CCC(F)(F)F.NC(N)=O.NC(N)=O.NC(N)=O.NC(N)=O.NC(N)=O.NC(N)=O.NC(N)=O.NC(N)=O.NC(N)=O.NC(N)=O" orbital_gap_ev=7.4 e_homo_ev=-8.05
N -0.70 4.59 5.83 0.006
C -0.87 4.56 4.34 -0.226
C 0.28 3.65 3.72 -0.062
C 0.07 2.15 3.46 -0.068
C -1.36 1.56 3.78 -0.142
C -2.15 1.37 2.42 -0.217
C -2.91 2.66 1.90 -0.469
S -4.74 2.64 2.20 0.847
C -5.43 1.46 0.98 -1.006
S -4.86 1.41 -0.58 0.702
N -6.47 0.51 1.33 -0.223
C -7.57 1.14 2.10 -0.177
C -8.65 0.08 2.61 -0.156
O -8.08 -1.12 3.16 -0.175
C -6.67 -0.98 3.41 -0.175
C -5.93 -0.68 2.04 -0.141
C 1.13 1.28 2.93 -0.053
C 0.78 -0.23 2.76 -0.144
C 1.75 -1.08 1.88 -0.201
C 2.96 -1.69 2.74 -0.224
N 3.94 -2.45 1.90 -0.084
C 4.86 -1.51 1.23 -0.205
C 6.10 -2.17 0.56 -0.106
C 7.26 -1.28 0.28 -0.040
C 8.49 -1.72 -0.37 -0.100
C 8.59 -3.14 -0.80 -0.071
C 7.47 -4.05 -0.51 0.001
C 6.23 -3.58 0.16 -0.231
O 5.17 -4.49 0.40 -0.030
C 2.43 1.95 2.62 -0.233
N 3.56 1.33 2.13 -0.240
S 4.71 2.52 1.92 0.972
N 3.88 3.86 2.46 -0.265
C 2.62 3.44 2.84 -0.255
C 1.56 4.32 3.41 -0.094
C 1.65 5.85 3.67 -0.142
C 3.10 6.46 3.66 -0.084
C 3.07 8.03 3.81 -0.508
F 2.48 8.54 2.65 0.074
F 4.36 8.52 3.83 0.102
F 2.35 8.38 4.93 0.105
H 0.06 5.22 6.10 0.052
H -0.50 3.63 6.11 0.070
H -0.89 5.58 3.89 0.114
H -1.89 4.12 4.17 0.084
H -1.27 0.52 4.23 0.112
H -1.92 2.17 4.53 0.104
H -1.41 1.10 1.60 0.105
H -2.89 0.52 2.44 0.094
H -2.50 3.63 2.26 0.063
H -2.79 2.67 0.77 0.044
H -8.05 1.92 1.45 0.124
H -7.20 1.67 3.03 0.097
H -9.22 0.60 3.44 0.128
H -9.36 -0.17 1.76 0.110
H -6.29 -1.97 3.76 0.129
H -6.50 -0.20 4.19 0.129
H -4.85 -0.46 2.31 0.102
H -5.91 -1.58 1.36 0.131
H 0.68 -0.72 3.78 0.128
H -0.25 -0.34 2.30 0.091
H 1.28 -1.97 1.37 0.104
H 2.17 -0.44 1.06 0.088
H 2.57 -2.42 3.51 0.114
H 3.52 -0.90 3.30 0.099
H 3.43 -3.04 1.23 0.095
H 4.32 -0.88 0.45 0.120
H 5.25 -0.78 1.99 0.104
H 7.20 -0.20 0.59 0.098
H 9.33 -0.99 -0.55 0.097
H 9.52 -3.47 -1.32 0.078
H 7.61 -5.11 -0.85 0.097
H 5.23 -4.66 1.36 0.110
H 0.96 6.40 2.95 0.120
H 1.21 6.07 4.69 0.103
H 3.52 6.27 2.62 0.117
H 3.82 5.96 4.36 0.136
N -6.07 3.79 -2.98 0.173
C -5.38 4.95 -3.00 -0.666
N -6.00 5.98 -3.65 0.161
O -4.28 5.06 -2.47 0.002
H -6.98 3.67 -3.40 0.058
H -5.63 3.02 -2.51 0.022
H -5.51 6.86 -3.68 0.102
H -6.90 5.89 -4.09 0.086
N -8.86 1.89 -5.43 0.158
C -9.42 3.00 -4.88 -0.675
N -10.77 2.93 -4.72 0.158
O -8.77 3.98 -4.56 0.011
H -9.37 1.07 -5.70 0.095
H -7.86 1.90 -5.56 0.108
H -11.22 3.73 -4.32 0.109
H -11.33 2.14 -4.98 0.094
N -11.81 -2.31 -1.87 0.148
C -11.16 -1.82 -0.77 -0.679
N -11.07 -2.69 0.27 0.164
O -10.69 -0.70 -0.73 0.016
H -12.20 -3.23 -1.92 0.093
H -11.90 -1.69 -2.66 0.101
H -10.60 -2.37 1.10 0.103
H -11.45 -3.62 0.26 0.096
N 1.13 -1.66 -1.76 0.177
C 0.07 -0.93 -1.31 -0.660
N -0.74 -0.45 -2.29 0.170
O -0.14 -0.74 -0.12 0.012
H 1.32 -1.82 -2.74 0.073
H 1.75 -2.03 -1.07 0.091
H -1.54 0.10 -2.00 0.102
H -0.59 -0.59 -3.27 0.082
N -12.51 3.03 2.24 0.143
C -11.76 2.41 1.28 -0.690
N -12.42 1.47 0.56 0.156
O -10.59 2.68 1.09 0.025
H -13.47 2.82 2.42 0.088
H -12.05 3.73 2.80 0.102
H -11.90 0.99 -0.16 0.069
H -13.39 1.23 0.70 0.091
N -0.05 -3.60 -5.60 0.153
C 0.65 -2.43 -5.63 -0.702
N 0.00 -1.39 -6.24 0.150
O 1.76 -2.32 -5.16 0.019
H -0.97 -3.71 -5.98 0.094
H 0.39 -4.38 -5.16 0.108
H 0.49 -0.51 -6.28 0.110
H -0.92 -1.46 -6.63 0.094
N 13.06 -3.52 1.28 0.159
C 11.95 -2.95 0.73 -0.654
N 11.43 -1.91 1.44 0.168
O 11.47 -3.33 -0.33 0.001
H 13.47 -3.21 2.15 0.096
H 13.47 -4.28 0.79 0.106
H 10.61 -1.47 1.06 0.070
H 11.81 -1.58 2.30 0.098
N -1.95 5.35 -0.78 0.165
C -0.88 4.53 -0.71 -0.701
N 0.11 4.93 0.15 0.156
O -0.79 3.50 -1.37 0.013
H -2.04 6.20 -0.25 0.093
H -2.70 5.09 -1.41 0.051
H 0.92 4.34 0.22 0.096
H 0.06 5.76 0.70 0.079
N 11.50 -5.99 -1.55 0.154
C 12.20 -6.65 -2.52 -0.689
N 11.48 -7.54 -3.25 0.147
O 13.39 -6.45 -2.71 0.023
H 10.52 -6.14 -1.38 0.086
H 11.99 -5.32 -0.99 0.059
H 11.97 -8.04 -3.98 0.061
H 10.50 -7.71 -3.11 0.083
N 12.65 -11.38 -6.42 0.150
C 12.14 -10.25 -5.87 -0.680
N 10.79 -10.28 -5.67 0.151
O 12.82 -9.29 -5.58 0.030
H 12.11 -12.19 -6.67 0.093
H 13.65 -11.40 -6.58 0.107
H 10.37 -9.46 -5.27 0.094
H 10.21 -11.06 -5.91 0.094


Entry 7:
8
Properties=species:S:1:pos:R:3:lowdin_charge:R:1 method="wB97M-V/def2-TZVPD" de_lowest_kcal_mol=9.74 smiles="O=CNC=O" orbital_gap_ev=10.7 e_homo_ev=-10.12
O 0.05 -0.96 -1.35 0.091
C -0.56 0.04 -1.15 -0.321
N -0.58 0.74 0.07 0.071
C 0.29 0.52 1.17 -0.306
O 0.89 -0.49 1.32 0.099
H -1.15 0.56 -1.91 0.125
H -0.79 1.72 0.00 0.111
H 0.25 1.42 1.80 0.129